(1)
The following is a quantum chemistry calculation of C17H32AsBrF5O4Si2TeZn as an isolated structure, from OMol25.

XYZ file:
```
64
Properties=species:S:1:pos:R:3
Te 3.3612 -1.5349 1.8096
Br -4.8133 2.5009 3.7439
As -1.1766 -1.0535 -0.2329
Zn 1.0156 -0.2569 0.2780
Si -0.6243 -2.8921 -1.6010
Si -2.1336 0.4352 -1.7708
F 1.6464 -2.4196 1.9139
F 3.9007 0.0160 2.7907
F 5.2270 -1.4584 1.4660
F 3.6831 -3.2205 0.9816
F 3.6348 -2.3530 3.4557
O 1.5183 1.9298 -0.2846
O 1.4590 -0.0213 2.2995
O 2.9255 -0.7033 0.2287
O 1.1549 -0.7211 4.3852
C 2.2168 2.1455 -1.5236
C -3.0933 1.6980 3.6133
C -1.7573 0.2537 -3.6222
C -1.1006 1.2835 2.3720
C -2.1796 -3.4760 -2.5083
C -4.0063 0.2265 -1.6188
C -0.0453 -4.2995 -0.4958
C 0.7369 -2.5592 -2.8697
C -2.6114 0.9480 4.6743
C -2.3533 1.8724 2.4590
C -0.5864 0.5357 3.4216
C -1.7027 2.2200 -1.3026
C 1.7756 2.9903 0.6537
C 3.0554 2.7958 1.4352
C -1.3568 0.3716 4.5688
C 0.7798 -0.1212 3.3956
C 2.1024 0.9497 -2.4359
H 3.9066 2.6334 0.7728
H 1.6620 -2.2867 -2.3582
H 1.0587 0.6523 -2.5574
H 0.4720 -1.7596 -3.5651
H 3.2674 2.3559 -1.3093
H 0.9169 3.0182 1.3227
H 2.9815 1.9338 2.0924
H -3.2098 0.8152 5.5648
H -1.9872 -4.4132 -3.0372
H -0.5275 1.4011 1.4619
H 1.7831 3.9304 0.0902
H -2.5316 -2.7486 -3.2391
H 2.6723 0.1068 -2.0501
H 0.9386 -3.4627 -3.4533
H 0.9465 -4.1024 -0.0918
H 3.2566 3.6897 2.0282
H -2.9886 -3.6528 -1.7965
H -0.0033 -5.2255 -1.0789
H -1.5427 2.3276 -0.2282
H -4.5379 0.9043 -2.2930
H -0.9437 -0.2165 5.3760
H -2.3273 1.0202 -4.1584
H -2.0716 -0.7144 -4.0103
H 2.4988 1.2068 -3.4204
H -4.3039 -0.7961 -1.8585
H -0.7905 2.5524 -1.8021
H 1.7784 3.0367 -1.9900
H -2.5115 2.8953 -1.5962
H -4.3322 0.4322 -0.5971
H -2.7531 2.4500 1.6362
H -0.7240 -4.4562 0.3439
H -0.7054 0.3905 -3.8779
```

The value obtained for the energy relative to the best compared isomer or geometry (same formula, charge and spin) is 0.00 kJ/mol. As for the spin multiplicity: 1. As for the charge: -1. For the orbital gap, the calculation gives 0.2879 hartree. The HOMO energy comes out at -5.491 eV. For the total energy, the calculation gives -242280.2503 eV. The value obtained for the LUMO energy is 2.3 eV.


(2)
The following is a quantum chemistry calculation of a 2-piece molecular cluster, C5H11NOS overall at a distorted geometry, from OMol25.

XYZ file:
```
19
Properties=species:S:1:pos:R:3
S 0.6175 0.3235 2.0981
O 0.6997 1.8830 -1.6640
N -0.1167 -1.3763 0.1876
C 0.4824 -2.5796 0.8414
C -0.5972 -1.4950 -1.1584
C -0.3353 2.7714 0.5482
C -0.3431 1.9452 -0.6915
C -0.0540 -0.2607 0.7160
H -1.2988 3.1794 0.6279
H -1.3212 -2.3954 -1.2796
H 0.3670 -2.4150 1.9156
H -0.7968 -0.4973 -1.6457
H 0.0359 -3.4266 0.5160
H 0.2624 -1.8116 -1.7476
H 1.5251 1.9848 -1.1324
H 0.4203 3.5044 0.4936
H 1.6300 -2.6207 0.8345
H -1.0675 1.1737 -0.8983
H -0.1097 2.1129 1.4386
```

The value obtained for the energy relative to the best compared isomer or geometry (same formula, charge and spin) is 536.51 kJ/mol. As for the spin multiplicity: 1. For the orbital gap (alpha / beta), the calculation gives 0.2616 / 0.2853 hartree. The HOMO energy (alpha / beta) comes out at -6.982 / -7.094 eV. For the total energy, the calculation gives -19731.5349 eV. The value obtained for the LUMO energy (alpha / beta) is 0.1 / 0.7 eV.


(3)
The following is a quantum chemistry calculation of a 11-piece molecular cluster, C48H58F32O18 overall at a distorted geometry, from OMol25.

XYZ file:
```
156
Properties=species:S:1:pos:R:3
F 9.5310 -19.3579 2.0771
F 7.7186 -11.9723 1.3330
F 6.3925 -8.4724 0.8078
F 4.9208 -10.4995 3.3331
F 7.7208 -3.6556 2.7282
F 7.3001 -14.8181 0.8705
F 0.4505 -12.2162 -3.5105
F 11.0565 -3.9990 6.0578
F 6.4892 -8.0400 2.8528
F -1.5880 -8.9451 -8.8050
F -1.0935 -11.9265 -8.0797
F 9.7013 -12.8715 1.4522
F -2.8737 -10.6712 -3.5012
F 7.8396 -5.6537 0.7100
F 6.7416 -14.3509 2.9447
F 0.3322 -9.4706 -8.0978
F 4.6249 -12.3559 -1.4067
F 2.0155 -13.2576 0.6979
F 8.0333 -3.5081 7.7407
F 3.9876 -13.5626 1.1361
F -1.3500 -13.3014 -3.2308
F 10.0114 -16.7223 4.5904
F 9.7851 -5.5848 6.8230
F 6.9993 -5.5837 3.3727
F 3.9893 -8.8722 2.1330
F 10.8687 -16.7752 2.6712
F -1.3544 -10.7016 -1.9201
F 8.5420 -19.0742 3.9385
F 3.2893 -14.0477 -1.6601
F 9.2711 -6.7199 1.9429
F 9.9228 -3.7624 8.7733
F -2.6525 -10.8804 -7.1253
O 5.2511 -9.5746 -5.2156
O 2.2350 -9.6182 -1.9662
O 4.2493 -8.1416 -6.7631
O 4.1069 -14.6238 -4.9344
O 9.5038 -10.0667 2.6443
O 0.3231 -19.5617 -2.2387
O -1.7913 -9.3164 3.9074
O 8.8089 -15.1241 2.5986
O 4.6735 -10.6917 1.0854
O 9.0818 -4.9661 3.9710
O 3.3250 -17.1820 1.7363
O 0.0600 -8.2590 4.4513
O -0.4970 -17.5384 -2.4467
O 8.2246 -10.3482 4.4754
O 5.7451 -15.6147 -6.1654
O 5.4618 -17.3359 1.9670
O -0.8136 -11.0159 -5.9505
O 3.9360 -8.3036 -1.3791
C 10.2253 -8.7754 4.5557
C 2.3678 -16.1010 -5.3804
C 4.3679 -17.0292 2.4001
C 3.0161 -6.1532 -1.6431
C 2.6860 -16.5065 3.8636
C 10.7029 -9.4651 2.2554
C 8.6907 -5.5490 1.7031
C 3.3249 -11.2826 1.0503
C -1.1541 -12.2229 -5.2884
C 8.5099 -16.5366 2.8060
C -0.9048 -9.5193 -7.7908
C 3.4460 -12.7933 -1.1005
C 4.2251 -9.0923 -5.9843
C 0.8898 -7.4841 2.4093
C -1.5710 -10.9157 -3.2188
C 9.3913 -3.4744 7.6109
C 4.1800 -6.9475 -1.0148
C 4.5480 -15.5211 -5.9260
C 9.2208 -9.8123 3.9506
C 4.8361 -10.6308 -4.3725
C 8.8715 -4.2011 5.2035
C -0.2473 -8.5361 2.1616
C 8.0825 -4.9101 2.9747
C 6.2462 -9.0526 1.9856
C 2.6958 -14.7382 -4.7687
C 1.5877 -17.5876 -1.3948
C 0.4370 -18.3854 -2.1036
C 8.4388 -12.9787 1.8862
C -1.3082 -10.8885 -7.2844
C 2.9409 -9.8702 -5.6108
C 9.6107 -18.7465 3.3082
C 9.8183 -17.2201 3.3440
C 2.1720 -16.6872 2.4315
C -0.2934 -16.1773 -2.0615
C 11.3361 -8.8926 3.4784
C 1.8980 -7.1872 -1.7507
C -0.8490 -12.1398 -3.8096
C 3.5049 -11.1002 -4.9347
C 1.2588 -7.8274 3.9033
C 4.9092 -9.7792 2.1711
C 7.7623 -14.3503 2.0423
C 3.1823 -12.7481 0.4443
C 0.8100 -16.3406 -1.0806
C 4.1191 -16.1812 3.6174
C -0.7750 -8.7671 3.5723
C 3.4156 -16.4048 -6.4194
C 2.6587 -8.5020 -1.7561
C 9.8367 -4.3688 6.3892
H 2.4757 -14.7449 -3.7012
H -1.1699 -15.7935 -1.5394
H 0.1766 -9.5000 1.8800
H 10.4137 -19.2810 3.8157
H 5.6049 -11.4023 -4.3289
H 11.3616 -10.2061 1.8024
H 2.8059 -11.4489 -4.1744
H 1.7150 -18.1696 -0.4821
H 2.6384 -10.5920 0.5604
H 9.6752 -2.4360 7.4399
H 4.3217 -6.7740 0.0520
H 12.1570 -9.5762 3.6950
H 8.6332 -12.7070 2.9238
H 8.9490 -3.1727 4.8506
H 7.8760 -4.2522 5.6445
H 4.6762 -16.3766 4.5337
H 1.4030 -15.4266 -1.1148
H 2.2294 -15.7789 4.5345
H 1.0293 -7.0577 -1.1052
H 1.8377 -15.7615 1.9630
H 2.3468 -16.8265 -4.5672
H 1.3765 -15.9730 -5.8151
H -2.2230 -12.3741 -5.4390
H 7.7605 -16.6953 3.5815
H 3.1586 -16.1962 -7.4579
H 0.4153 -6.5035 2.3707
H -0.9542 -8.7629 -7.0074
H 2.7269 -17.5001 4.3099
H 1.5428 -6.9632 4.5039
H 11.8770 -7.9882 3.2000
H 3.6709 -17.4621 -6.3476
H -1.0612 -8.1366 1.5566
H 2.2397 -10.1632 -6.3922
H 10.4599 -8.8204 1.4107
H 4.6837 -10.2648 -3.3572
H 2.6933 -12.2356 -1.6578
H 2.3852 -9.2591 -4.8995
H 0.4020 -16.2021 -0.0793
H 9.4142 -4.8192 1.3400
H 2.0220 -8.6055 3.8962
H 1.4530 -7.1708 -2.7456
H 3.2280 -5.7795 -2.6448
H 2.5460 -5.3538 -1.0703
H 9.8338 -7.7664 4.6858
H -0.0075 -15.5972 -2.9389
H 10.5770 -9.0120 5.5598
H 2.9050 -11.3417 2.0545
H 1.4104 -17.4639 2.5003
H -0.9522 -10.0706 -3.5205
H 2.1894 -13.9033 -5.2530
H 7.0659 -9.7591 2.1155
H 2.5012 -17.6775 -1.9827
H 5.0294 -6.5384 -1.5618
H 4.1512 -15.1571 3.2456
H -0.6882 -13.0517 -5.8214
H 1.7479 -7.5667 1.7423
H 3.5649 -12.0151 -5.5242
H 8.1129 -17.1149 1.9717
```

The value obtained for the energy relative to the best compared isomer or geometry (same formula, charge and spin) is 125.50 kJ/mol. As for the spin multiplicity: 1. For the orbital gap, the calculation gives 0.3672 hartree. The HOMO energy comes out at -9.971 eV. For the total energy, the calculation gives -174527.3375 eV. The value obtained for the LUMO energy is 0.0 eV.


(4)
The following is a quantum chemistry calculation of one molecule with the formula C3H3NO at a distorted geometry, from OMol25.

XYZ file:
```
8
Properties=species:S:1:pos:R:3
O -0.9830 -0.9127 -1.2702
N -0.4247 2.4377 -0.9779
C -0.3947 -0.1677 -0.5285
C -0.4129 1.2964 -0.7904
C 0.3982 -0.5887 0.6757
H 1.4670 -0.4965 0.4492
H 0.1846 0.0597 1.5307
H 0.1656 -1.6283 0.9114
```

The value obtained for the energy relative to the best compared isomer or geometry (same formula, charge and spin) is 21.08 kJ/mol. As for the spin multiplicity: 1. For the orbital gap, the calculation gives 0.4032 hartree. The HOMO energy comes out at -11.299 eV. For the total energy, the calculation gives -6696.2734 eV. The value obtained for the LUMO energy is -0.3 eV.


(5)
The following is a quantum chemistry calculation of one molecule with the formula C5H9NO4 at a distorted geometry, from OMol25.

XYZ file:
```
19
Properties=species:S:1:pos:R:3
O -2.7433 -0.4159 -0.5988
O 2.6087 0.1844 -0.5482
O 1.8742 -0.5004 1.4231
O -2.0239 0.2233 1.4639
N -0.2537 -1.8401 0.1438
C 1.7125 -0.3788 0.2655
C -0.4944 0.5319 -0.4645
C -1.8589 0.1621 0.2073
C 0.4242 -0.7558 -0.4302
C 0.0390 1.7857 0.1371
H 0.2267 -2.6865 -0.1405
H 3.4417 0.5592 -0.1166
H -0.6585 2.6813 0.1603
H 0.9860 1.9190 -0.2177
H 0.6947 -0.9995 -1.5664
H -3.3531 -0.7483 0.0053
H 0.4095 1.5754 1.0463
H -0.7264 0.4622 -1.7315
H -0.3050 -1.7593 0.9620
```

The value obtained for the energy relative to the best compared isomer or geometry (same formula, charge and spin) is 334.94 kJ/mol. As for the spin multiplicity: 1. For the orbital gap, the calculation gives 0.3784 hartree. The HOMO energy comes out at -9.760 eV. For the total energy, the calculation gives -15008.7726 eV. The value obtained for the LUMO energy is 0.5 eV.